{"formula": "C5H11NO2", "method": "the ωB97M-V functional and the def2-TZVPD basis", "de_lowest_kcal_mol": 58.49, "e_lumo_ev": 0.9080, "gap_ev": 10.5, "homo_energy_ev": -9.59, "largest_force_ev_per_a": 3.03, "smiles": "CC(C)N(C)OC=O", "spin_multiplicity": 1, "e_tot_ev": -10946.730, "elements": ["C", "C", "C", "N", "C", "O", "C", "O", "H", "H", "H", "H", "H", "H", "H", "H", "H", "H", "H"], "xyz": [[1.40343, -0.29546, -1.22435], [0.82393, -0.34844, 0.18468], [0.39367, -1.75870, 0.56400], [-0.33342, 0.59918, 0.41233], [-0.04169, 2.00950, 0.25245], [-1.32342, 0.23014, -0.56118], [-2.40068, -0.04010, 0.29515], [-3.40594, -0.49012, -0.16828], [2.22117, -1.00932, -1.30118], [0.63935, -0.55526, -1.95286], [1.79634, 0.69128, -1.45767], [1.56697, 0.00380, 0.90752], [1.26696, -2.40598, 0.61053], [-0.08853, -1.75920, 1.53870], [-0.30891, -2.15542, -0.16500], [0.85874, 2.24666, 0.81376], [-0.87973, 2.57832, 0.65498], [0.12027, 2.30888, -0.78766], [-2.30850, 0.15023, 1.38409]], "nbo_charge": [-0.6392, -0.0505, -0.6216, -0.1745, -0.4325, -0.4022, 0.6267, -0.5475, 0.2170, 0.2229, 0.2086, 0.1947, 0.2162, 0.2158, 0.2177, 0.2093, 0.2044, 0.1884, 0.1464]}